{
  "formula": "C5H7NO",
  "method": "the ωB97M-V functional and the def2-TZVPD basis",
  "elements": ["O", "N", "C", "C", "C", "C", "C", "H", "H", "H", "H", "H", "H", "H"],
  "coordinates": [[2.60551, 0.53276, 1.26287], [-2.39033, -0.79030, 0.27640], [1.00393, -0.98940, 0.02361], [0.08136, 0.04998, 0.27035], [-2.53330, 0.66448, 0.13228], [2.39166, -0.57598, 0.38614], [-1.27096, -0.07040, 0.22256], [2.41335, 1.34371, 0.77907], [0.36424, 1.07067, 0.53812], [2.87691, -1.42338, 0.87887], [-2.73140, -1.53580, -0.31526], [2.95359, -0.44022, -0.55723], [-2.95865, 1.18972, 0.98173], [-2.76397, 1.08022, -0.85058]],
  "atomic_forces_ev_per_a": [[0.00, 0.25, -0.18], [0.26, -0.15, -0.16], [-0.08, 0.47, 0.28], [0.04, -0.14, -0.02], [-0.16, 0.31, 0.02], [0.02, -0.38, -0.11], [-0.20, -0.01, 0.04], [0.08, -0.05, 0.11], [0.07, -0.01, -0.09], [-0.03, 0.02, 0.00], [0.20, 0.07, -0.08], [-0.19, -0.13, 0.06], [-0.02, -0.14, -0.06], [0.01, -0.10, 0.18]],
  "nbo_charge": [-0.73, -0.54, 0.00, -0.50, -0.27, -0.23, 0.38, 0.46, 0.19, 0.21, 0.41, 0.20, 0.21, 0.20],
  "orbital_gap_ev": 7.75,
  "charge": 0,
  "relative_energy_kcal_mol": 131.84,
  "energy_ha": -324.51437,
  "lumo_ha": -0.005
}